ORCA calculation (ωB97M-V/def2-TZVPD) on a 10-piece molecular cluster, C40H66ClN9O5 overall in a non-equilibrium geometry.

Atoms and positions in Å:
C 1.74 1.14 -2.09
C 0.30 0.45 -1.86
N -0.05 0.38 -0.29
C -0.53 1.80 0.13
C -1.22 -0.69 -0.14
C -2.51 -0.12 -0.77
C 1.21 -0.12 0.46
C 0.95 -0.83 1.77
O 0.17 0.05 2.61
C -0.10 -0.41 3.95
H 2.07 1.21 -3.12
H 2.57 0.55 -1.69
H 1.82 2.11 -1.59
H 0.30 -0.61 -2.11
H -0.54 0.95 -2.35
H -1.12 1.76 1.04
H -1.27 2.23 -0.55
H 0.40 2.35 0.27
H -1.46 -0.78 0.92
H -0.76 -1.54 -0.62
H -2.84 0.52 0.04
H -3.36 -0.80 -0.76
H -2.33 0.30 -1.76
H 1.91 0.71 0.47
H 1.55 -0.90 -0.22
H 1.81 -1.27 2.27
H 0.33 -1.71 1.58
H 0.72 -0.55 4.65
H -0.76 -1.27 4.04
H -0.68 0.43 4.34
Cl 3.12 3.25 1.88
O 3.88 4.03 2.74
O 4.04 2.35 1.19
O 2.16 2.44 2.58
O 2.49 4.22 0.97
C 2.92 1.32 -7.48
C 1.92 0.56 -6.60
C 0.83 1.34 -5.92
C -0.15 0.35 -5.25
N -0.83 -0.38 -4.63
H 2.28 1.85 -8.18
H 3.52 0.64 -8.10
H 3.64 1.94 -6.95
H 2.45 0.14 -5.74
H 1.49 -0.26 -7.17
H 0.18 1.81 -6.65
H 1.33 1.93 -5.15
C 7.28 0.57 4.08
C 5.85 0.49 3.53
C 5.15 -0.58 4.18
C 5.80 -2.00 4.26
N 6.28 -3.05 4.40
H 7.13 0.57 5.16
H 7.81 1.49 3.85
H 7.79 -0.38 3.93
H 5.83 0.17 2.49
H 5.24 1.38 3.66
H 4.20 -0.61 3.64
H 5.00 -0.20 5.19
C -0.08 7.59 -2.39
C 0.54 6.45 -1.56
C 1.19 5.30 -2.36
C 0.21 4.43 -2.93
N -0.58 3.83 -3.46
H -0.44 8.50 -1.91
H -0.86 7.02 -2.89
H 0.64 7.92 -3.14
H -0.14 5.98 -0.84
H 1.29 6.93 -0.93
H 1.81 4.79 -1.62
H 1.96 5.68 -3.03
N 3.41 -3.34 -1.81
C 2.11 -3.49 -1.51
C 2.05 -4.08 -0.33
C 3.28 -3.88 0.28
C 4.19 -3.51 -0.74
H 3.68 -2.83 -2.64
H 1.41 -3.29 -2.30
H 1.22 -4.41 0.27
H 3.60 -4.04 1.30
H 5.24 -3.27 -0.79
N -6.26 1.97 0.07
C -5.50 1.69 1.16
C -5.53 0.29 1.34
C -6.20 -0.27 0.23
C -6.75 0.80 -0.50
H -6.49 2.88 -0.31
H -5.11 2.51 1.74
H -5.03 -0.21 2.15
H -6.29 -1.31 -0.06
H -7.29 0.94 -1.42
N -5.97 -3.06 -2.94
C -5.58 -4.04 -3.81
C -4.34 -3.73 -4.28
C -3.89 -2.56 -3.69
C -4.92 -2.11 -2.91
H -6.79 -3.12 -2.35
H -6.22 -4.88 -4.03
H -3.81 -4.40 -4.94
H -2.95 -2.10 -3.95
H -5.06 -1.21 -2.34
N -3.08 -3.93 -0.70
C -3.57 -3.26 0.39
C -2.53 -3.21 1.28
C -1.44 -3.89 0.75
C -1.73 -4.17 -0.61
H -3.59 -3.93 -1.58
H -4.59 -3.02 0.64
H -2.55 -2.74 2.25
H -0.50 -3.94 1.29
H -1.03 -4.48 -1.37
N -0.16 -1.90 7.98
C 0.33 -0.56 7.77
C -0.83 0.08 7.17
C -1.89 -0.86 7.00
C -1.46 -2.05 7.56
H 0.42 -2.63 8.36
H 1.33 -0.25 8.06
H -0.84 1.15 7.03
H -2.88 -0.61 6.66
H -2.09 -2.92 7.71

relative energy (zero: lowest compared OMol25 entry of this formula, charge and spin): 400.3 kJ/mol
F_max: 5.01 eV/Å
total charge: 0
lowest unoccupied orbital energy: 0.156 eV